Entry 1:
Below is a 11-piece molecular cluster, C27H45BN12O2P overall at a distorted geometry, with properties calculated with ωB97M-V/def2-TZVPD.

CARTESIAN COORDINATES (ANGSTROEM)
C1 -1.77932 2.96839 2.28505
C2 -1.76291 4.43181 1.71854
P1 -0.19460 4.61631 0.74036
C3 -0.32675 6.23482 -0.16829
C4 1.15177 4.69894 2.00488
N1 1.39862 5.71411 2.84030
C5 2.47697 5.38254 3.64462
C6 2.87546 4.14519 3.29316
N2 2.02712 3.73660 2.25860
B1 2.19533 2.36788 1.66401
O1 1.80789 1.99506 0.42395
O2 2.84852 1.45571 2.45344
C7 1.97433 0.34524 2.76242
H1 -0.76336 2.54440 2.33127
H2 -2.43492 2.35230 1.65995
H3 -2.14806 3.00609 3.31711
H4 -1.67288 5.09855 2.58940
H5 -2.64559 4.64288 1.11391
H6 -1.18489 6.77682 0.24947
H7 0.59740 6.82586 -0.15430
H8 -0.54716 5.98881 -1.21437
H9 0.89902 6.59068 2.88822
H10 2.90900 5.99183 4.43152
H11 3.67108 3.54599 3.71578
H12 1.12644 2.58198 0.04272
H13 1.62174 -0.16893 1.85916
H14 1.10414 0.66986 3.35524
H15 2.56760 -0.35868 3.35763
C8 5.43792 1.07242 5.03194
C9 5.37229 2.33166 5.75882
N3 5.32071 3.32511 6.33221
H16 6.19773 1.10347 4.25143
H17 5.67888 0.23624 5.68723
H18 4.48448 0.84942 4.55313
C10 0.41869 -2.66873 5.35717
C11 1.84878 -2.49535 5.14498
N4 2.97457 -2.35278 4.97269
H19 -0.07806 -1.70982 5.50222
H20 -0.04977 -3.15832 4.50356
H21 0.22218 -3.27909 6.23787
C12 1.07040 -1.60795 -1.24764
C13 0.05648 -1.86776 -0.24067
N5 -0.73256 -2.06032 0.57160
H22 1.89230 -1.01500 -0.84463
H23 1.49453 -2.53234 -1.63987
H24 0.65801 -1.05865 -2.09380
C14 -1.07325 -5.56995 -1.53584
C15 0.12603 -5.04354 -2.16514
N6 1.07335 -4.63173 -2.66899
H25 -1.86779 -4.82353 -1.50634
H26 -1.44959 -6.43622 -2.07932
H27 -0.88102 -5.88456 -0.51165
C16 -5.95582 2.48799 1.36883
C17 -5.28356 3.74840 1.64488
N7 -4.75066 4.74332 1.85604
H28 -5.40384 1.64641 1.78647
H29 -6.95708 2.47282 1.79826
H30 -6.05130 2.32089 0.29616
C18 -0.26313 -7.24470 -5.53963
C19 -1.29972 -7.53378 -4.55997
N8 -2.11638 -7.75957 -3.78461
H31 0.53916 -6.64782 -5.10494
H32 0.18294 -8.15975 -5.92955
H33 -0.66133 -6.68798 -6.38770
C20 0.41348 -10.53357 -2.30157
C21 0.36324 -9.31629 -1.50556
N9 0.32262 -8.35735 -0.87747
H34 1.17816 -10.46805 -3.07525
H35 0.64299 -11.40041 -1.68290
H36 -0.54070 -10.72072 -2.79356
C22 -1.79002 -9.59174 -8.42778
C23 -0.34111 -9.60817 -8.27793
N10 0.79974 -9.61688 -8.15429
H37 -2.14208 -10.47876 -8.95304
H38 -2.28728 -9.56297 -7.45802
H39 -2.11836 -8.72063 -8.99395
C24 -4.95135 6.10703 -1.74013
C25 -4.22021 4.86184 -1.55546
N11 -3.64405 3.87987 -1.40525
H40 -5.03762 6.36052 -2.79625
H41 -5.95929 6.03602 -1.33296
H42 -4.45128 6.93603 -1.24044
C26 3.05943 9.24964 -1.07665
C27 1.76230 9.45553 -1.70783
N12 0.74066 9.61665 -2.20442
H43 3.27897 8.18826 -0.96027
H44 3.86073 9.68791 -1.67021
H45 3.09444 9.70626 -0.08778

Forces on atoms 1 to 3 (eV/Å):
-0.197 0.809 -0.059
1.508 -0.587 1.088
-0.350 -1.007 -1.527

The multiplicity is 1. As for the total charge: +1.

***

Entry 2:
Below is C3H3N3O2 as an isolated structure at a distorted geometry, with properties calculated with ωB97M-V/def2-TZVPD.

CARTESIAN COORDINATES (ANGSTROEM)
C1 -0.07333 -1.43665 0.52831
C2 -1.23190 0.43436 -0.36395
C3 0.39098 1.81734 -0.63283
H1 1.88653 -1.39131 0.20818
H2 -2.06435 -0.13626 -0.18671
H3 0.98825 2.66834 -0.68061
N1 -0.01570 -0.22596 -0.16934
N2 -1.00693 1.77198 -0.33994
N3 1.00159 0.59080 -0.34854
O1 1.14603 -1.91881 1.09348
O2 -1.02116 -2.17383 0.89196

Forces on atoms 1 to 3 (eV/Å):
0.526 -5.771 4.480
3.491 3.236 2.015
-1.326 -4.903 3.455

The multiplicity is 1.

***

Entry 3:
Below is one molecule with the formula C7H12N2O3 at a distorted geometry, with properties calculated with ωB97M-V/def2-TZVPD.

CARTESIAN COORDINATES (ANGSTROEM)
C1 1.96182 0.80119 -0.18190
C2 1.34100 -0.54008 0.21625
C3 -0.94451 0.16624 -0.60926
C4 -0.92803 1.46836 0.22403
C5 -2.25631 -0.56732 -0.32484
C6 -1.84840 -2.02060 -0.33847
C7 -0.56969 -1.98502 0.38088
H1 3.09038 0.10637 -1.61885
H2 3.86120 0.04936 -0.22717
H3 1.32378 1.40266 -0.83582
H4 2.19649 1.42840 0.65961
H5 -0.78240 0.44547 -1.68826
H6 -2.87802 -0.38815 -1.22074
H7 -2.68859 -0.24422 0.57466
H8 -2.61918 -2.66654 0.11203
H9 -1.71333 -2.42501 -1.34707
H10 -0.69533 -2.00021 1.45499
H11 0.05645 -2.79639 0.04536
H12 -1.58217 3.22050 0.28688
N1 3.22465 0.62588 -0.78034
N2 0.01553 -0.75867 -0.10376
O1 1.97738 -1.46116 0.70674
O2 -0.44380 1.59162 1.34370
O3 -1.63180 2.47711 -0.32630

Forces on atoms 1 to 3 (eV/Å):
-0.272 0.010 0.725
-0.876 -0.241 -0.202
0.495 1.613 0.303

The SMILES is NCC(=O)N1CCC[C@H]1C(=O)O. The multiplicity is 1.

***

Entry 4:
Below is one molecule with the formula C19H23N5 at a distorted geometry, with properties calculated with ωB97M-V/def2-TZVPD.

CARTESIAN COORDINATES (ANGSTROEM)
N1 -0.00892 0.80622 -2.28618
C1 0.04786 0.98291 -1.14317
N2 0.94288 3.54654 0.14725
N3 0.46003 2.63411 2.19659
C2 0.24848 4.03875 -0.76092
C3 0.06132 1.65833 2.89137
C4 0.61719 2.36215 0.88468
C5 -3.56301 -5.18830 -1.36964
C6 -2.39698 -5.97240 -1.03704
C7 -3.76473 -4.01245 -0.77772
C8 -0.24995 0.41272 2.48485
C9 -1.34348 -5.41526 -0.34573
C10 -2.68846 -3.47064 0.09689
C11 0.09548 1.17286 0.25123
C12 -0.34735 0.19288 1.15196
C13 -1.53464 -4.15224 0.27810
N4 -1.20478 4.01111 -0.85555
N5 -0.86219 -1.06919 0.74637
C14 1.09251 4.93404 -1.67195
C15 -1.91518 4.14275 0.46665
C16 -1.94414 4.23553 -2.16628
C17 0.27269 -2.31578 -0.80846
C18 -0.48255 -3.56535 1.07255
C19 0.05755 -2.18865 0.64766
H1 -0.22225 2.04155 3.91772
H2 -4.31855 -5.65372 -2.00779
H3 -2.31117 -7.02143 -1.29371
H4 -4.66276 -3.44430 -0.83138
H5 -0.53964 -0.35877 3.15889
H6 -0.52012 -6.07225 -0.01153
H7 -2.73861 -2.46999 0.53082
H8 -1.33161 -0.96639 -0.12158
H9 1.50109 4.40051 -2.51947
H10 1.79151 5.49446 -1.10568
H11 0.49339 5.71049 -2.10929
H12 -1.46052 5.00198 1.00403
H13 -3.01631 4.32257 0.25000
H14 -1.85006 3.14104 0.93063
H15 -3.06833 4.01549 -2.06268
H16 -2.00756 5.29502 -2.34754
H17 -1.49656 3.75927 -3.10237
H18 0.90812 -1.49039 -1.15724
H19 0.92096 -3.21948 -1.08728
H20 -0.61486 -2.25600 -1.45564
H21 -0.91700 -3.64866 2.10569
H22 0.49657 -4.04481 1.06935
H23 0.90596 -2.02176 1.13463

Forces on atoms 1 to 3 (eV/Å):
0.024 0.183 0.806
-0.082 0.093 -1.409
1.143 -3.981 1.834

The SMILES is C/C(=N/c1nccc(N[C@H](C)Cc2ccccc2)c1C#N)N(C)C. The multiplicity is 1.

***

Entry 5:
Below is a 22-piece molecular cluster, C88H176O22 overall at a distorted geometry, with properties calculated with ωB97M-V/def2-TZVPD.

CARTESIAN COORDINATES (ANGSTROEM)
C1 -2.81717 -4.64880 0.81872
C2 -3.14284 -5.18924 2.24959
C3 -2.70273 -6.64908 2.12589
O1 -1.76250 -6.67946 1.01511
C4 -2.35825 -5.89432 0.00767
H1 -2.00049 -3.90224 0.91144
H2 -3.72800 -4.22448 0.43599
H3 -4.17336 -5.09736 2.56234
H4 -2.58903 -4.66455 3.02802
H5 -3.50508 -7.36864 1.94527
H6 -2.13749 -7.08105 2.94739
H7 -3.09581 -6.45595 -0.54972
H8 -1.56184 -5.66049 -0.66713
C5 -4.03724 0.56850 6.18802
C6 -4.89825 1.61611 6.93460
C7 -4.55168 2.89351 6.20986
O2 -3.18777 2.76291 5.87113
C8 -2.76908 1.39374 5.93625
H9 -4.56373 0.34944 5.24725
H10 -3.81289 -0.34537 6.82101
H11 -4.57731 1.67458 7.97715
H12 -5.97243 1.43232 6.85546
H13 -4.67843 3.72188 6.90712
H14 -5.16693 2.99362 5.31564
H15 -2.05847 1.27310 6.76714
H16 -2.24451 1.10521 4.99666
C9 -0.21692 0.72999 -5.92470
C10 -1.33735 1.65342 -6.41221
C11 -2.43216 1.32450 -5.34410
O3 -1.61864 1.43655 -4.17845
C12 -0.33927 0.90100 -4.40554
H17 0.74498 1.06407 -6.31504
H18 -0.35053 -0.29350 -6.30219
H19 -1.52285 1.51070 -7.46603
H20 -1.01854 2.63356 -6.13047
H21 -2.83683 0.30910 -5.51660
H22 -3.30744 1.97352 -5.30238
H23 -0.16425 -0.09780 -3.97996
H24 0.48623 1.58666 -4.06102
C13 1.63170 -4.65455 -7.53480
C14 1.29127 -3.12888 -7.43827
C15 0.94517 -3.00372 -5.96793
O4 1.83484 -3.86569 -5.29130
C16 1.86811 -5.07001 -6.07861
H25 2.53996 -4.91305 -8.12036
H26 0.81548 -5.20752 -8.01095
H27 0.42040 -2.86267 -8.00506
H28 2.14551 -2.48190 -7.60212
H29 -0.08969 -3.30264 -5.79829
H30 1.13332 -1.97938 -5.64371
H31 1.00746 -5.67465 -5.77024
H32 2.78599 -5.64965 -5.88610
C17 4.39462 2.03761 -1.00981
C18 5.18398 1.06803 -0.00025
C19 5.79741 1.98776 1.03875
O5 5.45716 3.27991 0.67051
C20 5.13250 3.38686 -0.71974
H33 3.35166 2.10731 -0.61913
H34 4.37066 1.69116 -2.03396
H35 6.00347 0.55084 -0.46344
H36 4.50597 0.34398 0.42268
H37 6.88680 1.90751 1.07320
H38 5.44313 1.88917 2.06056
H39 5.97590 3.51999 -1.37045
H40 4.58466 4.29436 -0.81817
C21 2.11162 -5.79313 2.42623
C22 1.65742 -5.96766 3.88855
C23 2.90865 -6.40672 4.70758
O6 3.94819 -6.57915 3.74421
C24 3.35840 -6.66966 2.38942
H41 2.33516 -4.76425 2.12870
H42 1.38781 -6.30960 1.76444
H43 0.89509 -6.76719 3.97986
H44 1.14279 -5.08300 4.29915
H45 2.76117 -7.25250 5.34337
H46 3.22762 -5.61824 5.42264
H47 3.09624 -7.69664 2.16904
H48 4.24057 -6.48475 1.76573
C25 2.46517 4.25881 2.14338
C26 3.30528 5.53430 2.28433
C27 2.21463 6.58875 2.05507
O7 0.99572 6.01322 2.45012
C28 1.21570 4.64833 2.90075
H49 3.01830 3.36679 2.37044
H50 2.10749 4.22997 1.08977
H51 4.17369 5.57778 1.59735
H52 3.68320 5.62619 3.29915
H53 2.15425 6.79907 0.99560
H54 2.35980 7.46267 2.61387
H55 0.29572 4.04519 2.79269
H56 1.55597 4.73920 3.97326
C29 -0.21728 4.03271 -0.40943
C30 -1.32192 3.92734 -1.51861
C31 -0.75340 4.85597 -2.58705
O8 0.08713 5.72586 -1.91850
C32 0.07589 5.51668 -0.51295
H57 0.67055 3.46225 -0.72726
H58 -0.50440 3.67794 0.60527
H59 -2.24070 4.37340 -1.09781
H60 -1.67037 2.99282 -1.91959
H61 -1.53574 5.41070 -3.13766
H62 -0.13276 4.30385 -3.31062
H63 -0.72807 6.09335 -0.01144
H64 1.03523 5.75009 -0.05629
C33 5.57959 4.12354 5.11697
C34 4.17156 4.28856 5.79240
C35 3.47240 2.95633 5.42427
O9 4.48137 2.06393 4.89681
C36 5.77629 2.62035 5.23149
H65 6.36114 4.70913 5.58829
H66 5.61930 4.45121 4.09130
H67 3.58589 5.15673 5.49160
H68 4.27831 4.43104 6.86547
H69 2.75727 2.99454 4.68964
H70 2.99483 2.45277 6.28091
H71 6.52149 2.20273 4.56176
H72 6.01045 2.30554 6.24269
C37 7.98971 -4.32301 -0.14437
C38 7.41594 -3.41119 -1.24052
C39 6.90755 -2.27342 -0.38040
O10 7.95680 -2.08495 0.57181
C40 8.35364 -3.35462 0.99774
H73 8.83845 -4.97187 -0.46563
H74 7.25447 -5.05945 0.18491
H75 6.64338 -3.93957 -1.75783
H76 8.22177 -3.20730 -1.98256
H77 5.94648 -2.56978 0.15225
H78 6.78942 -1.29487 -0.83044
H79 7.84412 -3.74770 1.89094
H80 9.41306 -3.28529 1.19333
C41 0.87740 -3.94984 -1.74736
C42 2.12740 -4.82371 -1.84979
C43 3.11833 -4.13945 -0.91219
O11 2.37937 -3.24009 -0.07726
C44 0.99014 -3.42206 -0.28132
H81 -0.01481 -4.46221 -2.04134
H82 0.96530 -3.09353 -2.39689
H83 2.44981 -5.00710 -2.88270
H84 1.84628 -5.75238 -1.42570
H85 3.86214 -3.54300 -1.46860
H86 3.66657 -4.87051 -0.28179
H87 0.36542 -2.52441 -0.23829
H88 0.57116 -4.11400 0.45677
C45 -6.85158 0.56907 -2.76283
C46 -5.70531 1.38497 -3.48985
C47 -4.94965 1.99726 -2.30547
O12 -5.88947 2.22792 -1.31446
C48 -7.16874 1.55972 -1.60100
H89 -6.43843 -0.38299 -2.49260
H90 -7.65793 0.40720 -3.49486
H91 -6.22693 2.11356 -4.13336
H92 -5.09185 0.73746 -4.11997
H93 -4.45256 2.93522 -2.59610
H94 -4.14565 1.34493 -1.84152
H95 -7.84097 2.31225 -2.04366
H96 -7.61287 1.12461 -0.74632
C49 -6.33787 5.70586 -1.97807
C50 -5.13053 6.27463 -1.04616
C51 -5.88269 6.41290 0.27751
O13 -6.93207 5.45246 0.28721
C52 -7.47942 5.52946 -1.01724
H97 -6.07133 4.80240 -2.51970
H98 -6.47879 6.41780 -2.79767
H99 -4.70858 7.24731 -1.36699
H100 -4.32660 5.55889 -0.99607
H101 -6.28215 7.37043 0.45689
H102 -5.19527 6.13845 1.09795
H103 -8.15528 6.40288 -1.08084
H104 -8.08601 4.65362 -1.22111
C53 -4.37998 0.63864 1.06169
C54 -5.14132 -0.71457 0.91334
C55 -4.39780 -1.63727 1.87046
O14 -3.53317 -0.81044 2.66475
C56 -3.97469 0.52607 2.54701
H105 -4.98051 1.51334 0.89970
H106 -3.51099 0.53838 0.38270
H107 -5.11547 -1.16854 -0.08132
H108 -6.21174 -0.66244 1.17404
H109 -3.79321 -2.32858 1.33233
H110 -5.11799 -2.17163 2.56838
H111 -3.19316 1.24532 2.80136
H112 -4.84534 0.64615 3.18968
C57 3.83895 -0.96892 -4.99535
C58 3.08555 -1.13402 -3.64045
C59 4.26581 -1.00706 -2.63908
O15 5.21977 -0.16539 -3.21797
C60 5.26792 -0.48940 -4.59023
H113 3.35285 -0.14129 -5.51220
H114 3.79628 -1.86847 -5.67375
H115 2.65495 -2.11428 -3.48123
H116 2.39245 -0.33132 -3.45838
H117 4.74791 -2.00279 -2.39116
H118 3.88759 -0.62678 -1.66275
H119 5.96006 -1.33206 -4.67329
H120 5.65431 0.35271 -5.17508
C61 4.50636 -1.32256 3.60648
C62 3.58261 -2.32894 2.87351
C63 4.55619 -3.52951 2.77517
O16 5.88237 -3.01445 2.75492
C64 5.85544 -1.57695 2.93861
H121 4.68823 -1.64247 4.66977
H122 4.19294 -0.29023 3.59135
H123 3.44969 -2.02965 1.83372
H124 2.60594 -2.55777 3.33209
H125 4.32856 -4.15048 1.88594
H126 4.45428 -4.17505 3.64122
H127 5.84839 -1.16276 1.95523
H128 6.74264 -1.29179 3.51283
C65 -2.60285 4.67636 2.45849
C66 -3.97719 4.16504 3.03254
C67 -4.31568 5.34324 3.95472
O17 -3.96932 6.50197 3.19493
C68 -2.69873 6.21925 2.48956
H129 -2.30505 4.26400 1.49329
H130 -1.77234 4.43524 3.08589
H131 -3.81530 3.25644 3.59843
H132 -4.73045 3.98950 2.25048
H133 -3.68512 5.32739 4.84214
H134 -5.33935 5.39527 4.19942
H135 -1.85251 6.60424 3.02220
H136 -2.80527 6.63738 1.50689
C69 1.42048 -0.76816 5.39453
C70 0.54241 -0.07985 4.31645
C71 -0.10536 -1.29820 3.64603
O18 -0.20253 -2.34044 4.66186
C72 0.70224 -2.06268 5.72969
H137 1.63187 -0.11240 6.26143
H138 2.42367 -0.91601 4.97427
H139 1.01846 0.60066 3.61408
H140 -0.23244 0.39228 4.87774
H141 0.56966 -1.76123 2.91166
H142 -1.06095 -1.00669 3.20038
H143 1.44253 -2.88776 5.86005
H144 0.04976 -2.02279 6.60552
C73 2.57026 2.92057 -4.69022
C74 3.77322 3.23586 -5.64206
C75 4.76105 3.88609 -4.65847
O19 4.03069 4.53584 -3.67632
C76 2.64205 4.14775 -3.73411
H145 2.62419 2.03116 -4.05647
H146 1.58770 2.91895 -5.25765
H147 3.48539 3.92395 -6.44543
H148 4.17528 2.35928 -6.18941
H149 5.42180 4.59223 -5.15867
H150 5.39803 3.06816 -4.26302
H151 2.06686 4.97751 -4.12415
H152 2.31877 3.87150 -2.69658
C77 -2.15104 -2.67634 -2.73385
C78 -2.87966 -3.82808 -3.40005
C79 -3.37132 -3.17207 -4.70729
O20 -3.16252 -1.75587 -4.59788
C80 -3.03344 -1.51058 -3.18132
H153 -1.20072 -2.43990 -3.17961
H154 -2.14224 -2.61658 -1.63273
H155 -3.70585 -4.11115 -2.81316
H156 -2.21126 -4.63129 -3.61046
H157 -4.39995 -3.36707 -4.88154
H158 -2.83731 -3.52332 -5.57678
H159 -4.03467 -1.47249 -2.73003
H160 -2.59845 -0.51385 -3.11608
C81 -7.48710 -4.29938 0.23112
C82 -7.61687 -3.37759 -0.98004
C83 -6.72552 -3.97519 -2.06161
O21 -5.98358 -4.96375 -1.36310
C84 -6.80167 -5.52657 -0.41009
H161 -8.43764 -4.56257 0.74120
H162 -6.77218 -3.85134 0.96394
H163 -7.27949 -2.38070 -0.65526
H164 -8.61073 -3.39539 -1.40422
H165 -6.06679 -3.26733 -2.58343
H166 -7.27530 -4.40408 -2.92186
H167 -6.25406 -6.12192 0.33693
H168 -7.51124 -6.17303 -0.89614
C85 -0.61143 0.38805 -0.52301
C86 0.93732 0.38365 -0.69243
C87 1.35491 0.52255 0.78752
O22 0.39198 1.43490 1.30425
C88 -0.86523 0.90977 0.85533
H169 -1.01437 -0.62098 -0.69172
H170 -1.00288 1.04104 -1.27028
H171 1.26355 1.27788 -1.17684
H172 1.27906 -0.47867 -1.28390
H173 2.41286 0.81017 0.84484
H174 1.29435 -0.41610 1.29034
H175 -1.63242 1.66610 0.92084
H176 -1.14679 0.12940 1.55916

Forces on atoms 1 to 3 (eV/Å):
-0.268 -0.247 0.329
0.666 -0.425 -0.181
1.206 -0.622 -0.300

The multiplicity is 1.

***

Calculated E_HOMO in order - -11.982; -10.745; -9.236; -8.486; -8.883 eV